Molecular formula: C2H6O2
Method: DFT, ωB97M-V with the def2-TZVPD basis set

```
! RIJCOSX wB97M-V def2-TZVPD def2/J DEFGRID3
* xyz 0 1
O -0.410 0.996 -0.852
C 0.414 0.155 -1.080
C 1.198 -0.647 -0.011
H 0.684 -0.095 -2.123
H 0.400 -0.937 0.716
H 1.985 0.038 0.332
H 1.596 -1.496 -0.514
H -1.647 0.899 1.853
H -1.952 0.185 0.554
O -2.268 0.905 1.126
*
```

SMILES: CC=O.O
E_LUMO (eV): 0.83
HOMO-LUMO gap (eV): 10.81
E_HOMO (eV): -9.980

Computed Mulliken charges, given in elementary charges: -0.439, 0.044, -0.658, 0.347, 0.190, 0.242, 0.288, 0.310, 0.290, -0.614



Molecular formula: C2H6O2
Method: DFT, ωB97M-V with the def2-TZVPD basis set

```
! RIJCOSX wB97M-V def2-TZVPD def2/J DEFGRID3
* xyz 0 1
C -1.038 0.072 -0.736
C 0.667 0.201 0.906
H -0.253 0.126 -1.610
H -1.313 -0.885 -0.391
H -1.682 0.616 -1.237
H 1.422 1.208 1.098
H 0.291 -0.193 1.766
H 0.936 -1.433 -0.147
O -0.539 0.720 0.343
O 1.511 -0.430 0.008
*
```

SMILES: COCO
E_LUMO (eV): 0.63
HOMO-LUMO gap (eV): 10.24
E_HOMO (eV): -9.609

Computed Mulliken charges, given in elementary charges: -0.764, -0.182, 0.234, 0.340, 0.331, 0.166, 0.314, 0.367, -0.329, -0.479



Molecular formula: C2H6O2
Method: DFT, ωB97M-V with the def2-TZVPD basis set

```
! RIJCOSX wB97M-V def2-TZVPD def2/J DEFGRID3
* xyz 0 1
C 1.854 1.343 5.790
H 2.487 1.262 6.666
H 0.826 1.145 6.157
H 2.006 0.866 4.757
H 1.944 2.483 5.511
O -2.011 -2.278 -6.708
C -1.447 -1.631 -5.833
O -2.142 -0.867 -4.989
H -0.492 -1.341 -5.946
H -3.023 -0.983 -5.404
*
```

SMILES: O=CO.C
E_LUMO (eV): 0.79
HOMO-LUMO gap (eV): 11.87
E_HOMO (eV): -11.085

Computed Mulliken charges, given in elementary charges: -0.863, 0.237, 0.214, 0.213, 0.199, -0.497, 0.217, -0.405, 0.357, 0.328



Molecular formula: C2H6O2P
Method: DFT, ωB97M-V with the def2-TZVPD basis set

```
! RIJCOSX wB97M-V def2-TZVPD def2/J DEFGRID3
* xyz -1 1
C -1.993 0.864 -0.514
C 1.517 -1.119 0.757
O 2.562 0.549 -1.044
O -1.147 -0.066 -0.207
P 1.900 0.632 0.224
H -2.860 0.984 0.294
H -2.622 0.605 -1.448
H -1.504 1.832 -0.781
H 0.479 -1.108 0.315
H 1.520 -1.231 1.927
H 2.149 -1.941 0.477
*
```

E_LUMO (eV): 3.94
HOMO-LUMO gap (eV): 6.65
E_HOMO (eV): -2.707

Computed Mulliken charges, given in elementary charges: -0.601, -0.723, -0.448, -0.720, 0.310, 0.119, 0.126, 0.151, 0.204, 0.236, 0.345



Molecular formula: C2H6O2P
Method: DFT, ωB97M-V with the def2-TZVPD basis set

```
! RIJCOSX wB97M-V def2-TZVPD def2/J DEFGRID3
* xyz 1 1
C -2.126 1.348 -0.672
C 2.067 -1.303 0.737
O -0.913 0.920 -0.168
O 1.145 -0.397 0.299
P 0.263 -0.254 -0.926
H -2.097 1.159 -1.819
H -2.154 2.407 -0.515
H -2.848 1.018 0.097
H 1.642 -2.390 0.825
H 2.886 -1.186 0.154
H 2.518 -1.137 1.742
*
```

E_LUMO (spin up / spin down) (eV): -7.04 / -7.04
HOMO-LUMO gap (spin up / spin down) (eV): 8.61 / 8.61
E_HOMO (spin up / spin down) (eV): -15.650 / -15.649

Computed Mulliken charges, given in elementary charges: -0.458, -0.529, -0.302, 0.023, 0.623, 0.280, 0.238, 0.240, 0.289, 0.324, 0.272



Molecular formula: C2H6O2PS
Method: DFT, ωB97M-V with the def2-TZVPD basis set

```
! RIJCOSX wB97M-V def2-TZVPD def2/J DEFGRID3
* xyz -1 1
C -0.242 -0.994 -0.074
C 0.691 1.151 1.784
O 2.327 -1.845 -0.768
O -0.743 1.673 -2.152
P 1.569 -0.579 -0.651
S 2.039 0.224 1.478
H -0.684 -0.316 0.708
H -0.942 -0.757 -0.773
H -0.365 -2.013 0.111
H 0.989 1.632 2.750
H -0.322 1.191 -1.519
H -1.671 1.656 -1.960
*
```

E_LUMO (eV): 3.69
HOMO-LUMO gap (eV): 7.01
E_HOMO (eV): -3.316

Computed Mulliken charges, given in elementary charges: -1.319, -0.494, -0.607, -0.669, 0.174, -0.116, 0.375, 0.414, 0.414, 0.163, 0.363, 0.301



Molecular formula: C2H6O2Pb
Method: DFT, ωB97M-V with the def2-TZVPD basis set

```
! RIJCOSX wB97M-V def2-TZVPD def2/J DEFGRID3
* xyz 1 2
C -1.492 0.392 0.126
C -0.220 -0.141 -0.477
O 0.861 0.089 0.489
H -2.275 0.315 -0.640
H -1.809 -0.201 0.993
H -1.391 1.447 0.411
H 0.103 0.403 -1.370
H -0.257 -1.219 -0.672
H 0.832 -0.601 1.314
Pb 3.692 0.296 -0.397
O 1.956 -0.781 0.224
*
```

⟨S²⟩: 0.75
E_LUMO (spin up / spin down) (eV): -5.09 / -5.01
HOMO-LUMO gap (spin up / spin down) (eV): 6.02 / 10.64
E_HOMO (spin up / spin down) (eV): -11.105 / -15.648

Computed Mulliken charges, given in elementary charges: -1.064, -0.121, -0.002, 0.347, 0.343, 0.327, 0.306, 0.296, 0.520, 0.634, -0.585



Molecular formula: C2H6O2S
Method: DFT, ωB97M-V with the def2-TZVPD basis set

```
! RIJCOSX wB97M-V def2-TZVPD def2/J DEFGRID3
* xyz 0 1
C -1.383 -0.099 -0.631
C -1.193 1.026 0.019
O 1.352 -1.476 0.093
O 1.950 0.810 -0.564
S 1.319 0.092 0.498
H -1.860 -1.097 -0.172
H -0.872 -0.232 -1.579
H 0.601 -2.060 0.292
H -1.702 1.120 1.071
H -0.633 2.017 -0.361
H 2.422 -0.100 1.334
*
```

E_LUMO (eV): 0.50
HOMO-LUMO gap (eV): 9.65
E_HOMO (eV): -9.153

Computed Mulliken charges, given in elementary charges: -0.635, -0.422, -0.489, -0.509, 0.518, 0.248, 0.341, 0.346, 0.196, 0.301, 0.103



Molecular formula: C2H6O2S
Method: DFT, ωB97M-V with the def2-TZVPD basis set

```
! RIJCOSX wB97M-V def2-TZVPD def2/J DEFGRID3
* xyz 0 1
C -0.395 0.201 -1.274
C 0.623 0.199 -0.172
O -1.625 -0.209 1.474
O 0.246 -1.896 1.403
S -0.213 -0.557 1.348
H -0.746 -0.722 -1.418
H -1.124 1.077 -1.143
H 0.024 0.630 -2.140
H 1.012 1.126 0.022
H 1.473 -0.395 -0.538
H 0.726 0.547 2.439
*
```

E_LUMO (eV): -0.14
HOMO-LUMO gap (eV): 10.26
E_HOMO (eV): -10.404

Computed Mulliken charges, given in elementary charges: -1.305, -0.419, -0.517, -0.501, 0.710, 0.434, 0.297, 0.416, 0.462, 0.294, 0.129



Molecular formula: C2H6O2S
Method: DFT, ωB97M-V with the def2-TZVPD basis set

```
! RIJCOSX wB97M-V def2-TZVPD def2/J DEFGRID3
* xyz 0 1
C -1.531 -0.664 0.914
C 2.839 0.026 -0.282
O -1.552 0.893 -1.389
O 2.525 -0.624 -1.242
S -1.158 0.968 0.223
H -2.654 -0.771 0.848
H -1.072 -0.567 1.927
H -1.030 -1.573 0.505
H 2.529 1.123 -0.384
H 3.297 -0.384 0.581
H -2.191 1.573 -1.702
*
```

SMILES: C=O.CSO
E_LUMO (eV): 0.64
HOMO-LUMO gap (eV): 9.16
E_HOMO (eV): -8.519

Computed Mulliken charges, given in elementary charges: -0.702, -0.102, -0.471, -0.373, 0.060, 0.245, 0.253, 0.281, 0.201, 0.273, 0.336



Total energy? In order: -6265.406, -6263.030, -6265.337, -15554.007, -15545.432, -26389.232, -11501.770, -17098.180, -17098.399, -17099.312 eV.
Energy above the lowest of the compared OMol25 structures with the same formula, charge and spin? In order: 81.9, 311.2, 88.5, 347.9, 167.3, 460.9, 259.9, 322.4, 301.2, 213.2 kJ/mol.